{"formula": "C7H20NO3", "method": "wB97M-V/def2-TZVPD", "fmax_ev_per_a": 2.50, "charge": 1, "gap_ev": 9.4, "relative_energy_kj_mol": 85.7, "homo_energy_ev": -12.07, "energy_ev": -15208.6858, "elements": ["C", "C", "C", "C", "C", "C", "C", "N", "H", "H", "H", "H", "H", "H", "H", "H", "H", "H", "H", "H", "H", "H", "H", "H", "O", "H", "H", "O", "H", "H", "O"], "xyz": [[1.901, 0.312, 0.167], [1.215, -0.989, -0.088], [-0.060, -1.117, -0.931], [-1.036, 1.182, -0.915], [-1.144, -0.105, -0.597], [-2.286, -0.596, 0.219], [-2.766, -1.833, 0.139], [1.206, 1.073, 1.251], [1.987, 0.874, -0.766], [2.964, 0.300, 0.384], [1.948, -1.637, -0.588], [1.079, -1.616, 0.803], [-0.336, -2.161, -0.982], [0.080, -0.981, -1.998], [-1.740, 1.974, -0.693], [-0.142, 1.587, -1.381], [-2.745, 0.130, 0.883], [-2.336, -2.609, -0.473], [-3.667, -2.048, 0.700], [1.432, 2.068, 1.238], [1.270, 0.517, 2.130], [0.188, 0.958, 1.160], [-0.266, 0.015, 4.051], [0.850, 0.925, 4.566], [0.523, 0.495, 3.769], [-0.696, -3.617, -3.194], [-0.559, -2.427, -4.094], [-0.384, -2.705, -3.190], [0.799, 3.803, -0.527], [2.132, 4.363, -0.173], [1.700, 3.515, -0.348]], "atomic_forces_ev_per_a": [[0.1, 0.9, -1.0], [0.7, -2.4, -0.3], [0.0, 1.5, -0.9], [0.7, 0.8, 0.0], [-0.4, -0.9, 1.2], [0.3, 0.1, -0.5], [-0.4, 0.5, 0.5], [-0.6, -1.5, -0.2], [-0.9, 0.4, 0.2], [0.0, -0.8, 0.8], [0.1, 0.3, -0.2], [-0.1, 0.6, 0.5], [-0.5, 0.0, 0.8], [0.9, 0.4, 0.0], [-0.4, -0.4, 0.3], [0.0, -0.4, -0.4], [-0.3, 0.0, -0.2], [0.0, 0.0, -0.1], [0.1, -0.3, 0.0], [0.2, 0.0, 0.4], [0.8, 1.2, 0.2], [0.0, 0.6, -0.9], [0.1, 0.0, 0.0], [0.1, 0.0, 0.1], [-0.3, -0.1, 0.2], [0.1, -0.1, 0.1], [0.1, 0.2, -0.1], [-0.2, -0.5, -0.5], [-0.2, -0.2, -0.2], [0.3, -0.2, 0.0], [-0.1, 0.4, 0.4]]}